Entry 1:
Formula: C19H32N2O13
Source: the Open Molecules 2025 dataset
Level of theory: wB97M-V/def2-TZVPD

As for the SMILES: CC(=O)N(C)N(C[C@H](C)O)C(=O)O.C[C@@H]1COC(=O)O1.C[C@@H]1COC(=O)O1.C[C@@H]1COC(=O)O1.

```
66
Properties=species:S:1:pos:R:3:nbo_charge:R:1
C 5.36 0.56 -0.58 -0.716
C 4.89 -0.73 -1.53 0.704
O 5.88 -1.45 -2.06 -0.588
N 3.41 -0.96 -1.63 -0.311
C 2.98 -1.87 -2.73 -0.467
N 2.64 0.14 -1.42 -0.308
C 1.37 -0.07 -0.66 -0.267
C 0.07 -0.56 -1.51 0.069
C -1.03 0.65 -1.84 -0.658
O -0.69 -1.50 -0.61 -0.733
C 2.59 1.15 -2.51 0.860
O 3.31 1.19 -3.64 -0.603
O 1.68 2.33 -2.31 -0.739
H 4.75 0.42 0.43 0.228
H 6.52 0.58 -0.38 0.260
H 4.94 1.57 -1.05 0.231
H 3.83 -2.36 -3.38 0.263
H 2.40 -2.79 -2.22 0.212
H 2.20 -1.42 -3.50 0.216
H 1.57 -0.85 0.22 0.255
H 1.11 0.95 -0.10 0.229
H 0.29 -1.16 -2.50 0.204
H -1.08 0.87 -3.00 0.213
H -2.10 0.27 -1.52 0.243
H -0.76 1.62 -1.23 0.210
H -0.78 -1.03 0.28 0.476
H 2.30 3.13 -2.41 0.506
C -0.81 2.73 2.88 -0.628
C -1.68 1.50 2.92 0.059
C -1.83 0.92 4.29 -0.097
O -2.09 -0.45 4.02 -0.483
C -1.47 -0.72 2.83 0.967
O -1.29 -1.84 2.38 -0.576
O -1.08 0.43 2.20 -0.501
H -0.67 3.08 1.85 0.230
H -1.24 3.55 3.47 0.228
H 0.19 2.52 3.27 0.221
H -2.66 1.71 2.46 0.191
H -2.67 1.36 4.85 0.211
H -0.92 0.99 4.90 0.187
C -0.70 -3.93 4.74 -0.622
C -0.25 -4.27 6.14 0.057
C -0.80 -3.36 7.19 -0.094
O 0.18 -3.43 8.21 -0.488
C 1.36 -3.70 7.58 0.962
O 2.46 -3.62 8.10 -0.575
O 1.15 -4.07 6.28 -0.485
H -0.21 -4.58 4.01 0.232
H -1.79 -4.04 4.64 0.224
H -0.43 -2.90 4.48 0.222
H -0.46 -5.33 6.36 0.182
H -1.77 -3.70 7.57 0.204
H -0.89 -2.32 6.87 0.179
C -2.23 3.56 -7.51 -0.626
C -2.83 3.19 -6.17 0.060
C -2.25 1.95 -5.58 -0.098
O -3.31 1.47 -4.77 -0.487
C -4.47 1.91 -5.36 0.963
O -5.58 1.52 -5.07 -0.571
O -4.20 2.85 -6.31 -0.485
H -2.73 4.44 -7.93 0.229
H -1.16 3.79 -7.41 0.223
H -2.35 2.75 -8.23 0.220
H -2.76 4.04 -5.48 0.182
H -1.36 2.14 -4.97 0.207
H -2.01 1.18 -6.32 0.186
```

---

Entry 2:
Formula: C12H10ClF3O2Re
Source: the Open Molecules 2025 dataset
Level of theory: wB97M-V/def2-TZVPD

As for the spin multiplicity: 4.

```
29
Properties=species:S:1:pos:R:3:mulliken_spin:R:1
C 0.09 0.80 -2.33 0.026
C 0.44 -0.59 -2.56 0.022
C 1.63 -0.86 -1.80 -0.025
H -0.05 -1.25 -3.25 -0.005
C 1.98 0.31 -1.05 0.057
C 1.04 1.34 -1.41 0.072
H 1.08 2.38 -1.09 0.005
H -0.71 1.35 -2.80 -0.003
H 2.22 -1.77 -1.85 -0.012
H 2.81 0.43 -0.37 0.010
Re -0.02 -0.41 -0.49 1.915
Cl -2.29 -0.02 -1.02 0.217
C -1.09 -1.64 1.51 0.127
C 0.29 -1.50 1.80 0.240
C 1.04 -2.04 0.71 0.014
H 0.72 -1.07 2.70 0.008
C 0.08 -2.58 -0.26 -0.027
C -1.23 -2.36 0.28 0.205
H -2.16 -2.73 -0.15 0.017
H -1.91 -1.30 2.13 0.005
H 2.12 -2.18 0.68 0.005
H 0.32 -3.20 -1.12 0.009
F -1.50 4.26 2.07 0.001
C -1.01 3.01 2.22 0.007
F 0.17 3.09 2.89 0.000
F -1.88 2.29 2.98 0.000
C -0.81 2.28 0.83 -0.009
O -1.07 2.89 -0.20 0.019
O -0.33 1.08 0.96 0.102
```

---

Entry 3:
Formula: C51H68ClFN12O2PS
Source: the Open Molecules 2025 dataset
Level of theory: wB97M-V/def2-TZVPD

Its charge is +1.

```
137
Properties=species:S:1:pos:R:3:mulliken_charge:R:1
C 2.93 2.35 0.15 -0.991
C 1.57 1.67 -0.36 -0.509
C 1.07 0.49 0.57 0.736
F 1.41 0.64 1.92 -0.317
P -0.79 0.09 0.35 1.153
Cl -1.60 0.00 2.27 -0.249
N -0.93 -1.51 -0.35 -0.359
C -1.97 -2.10 0.17 0.302
S -3.48 -2.74 0.22 -0.072
O -1.41 1.30 -0.61 -0.375
C -2.86 1.31 -0.66 -0.483
C -3.51 2.30 0.42 0.409
C -2.83 3.76 0.39 -1.088
O -4.91 2.51 0.14 -0.520
H 3.43 2.77 -0.78 0.358
H 3.60 1.64 0.71 0.172
H 2.64 3.24 0.79 0.347
H 1.72 1.22 -1.40 0.420
H 0.83 2.52 -0.46 0.232
H 1.61 -0.45 0.22 -0.237
H -3.33 0.28 -0.64 0.150
H -3.14 1.75 -1.67 0.307
H -3.42 1.92 1.48 0.347
H -1.86 3.75 0.97 0.305
H -3.60 4.45 0.85 0.386
H -2.67 3.99 -0.71 0.178
H -5.44 2.21 0.90 0.319
N -4.15 -5.58 -1.61 0.161
C -3.73 -5.66 -2.91 -0.512
C -4.53 -6.56 -3.56 -0.320
C -5.48 -7.04 -2.62 -0.555
C -5.22 -6.42 -1.42 -0.429
H -3.73 -5.00 -0.90 0.033
H -2.89 -5.07 -3.25 0.441
H -4.45 -6.84 -4.60 0.403
H -6.26 -7.76 -2.80 0.396
H -5.70 -6.50 -0.46 0.384
N -0.65 -6.38 -4.51 0.070
C -0.48 -5.44 -5.50 -0.313
C 0.86 -5.32 -5.73 -0.591
C 1.53 -6.21 -4.86 -0.470
C 0.58 -6.85 -4.12 -0.524
H -1.53 -6.67 -4.13 0.235
H -1.33 -4.95 -5.94 0.381
H 1.32 -4.65 -6.46 0.411
H 2.60 -6.37 -4.79 0.412
H 0.66 -7.61 -3.35 0.392
N 2.97 -3.03 0.71 0.179
C 4.13 -2.30 0.65 -0.766
C 5.13 -3.07 1.19 -0.519
C 4.56 -4.30 1.58 -0.021
C 3.23 -4.25 1.26 -0.735
H 2.07 -2.72 0.39 0.173
H 4.13 -1.30 0.24 0.745
H 6.17 -2.77 1.29 0.447
H 5.07 -5.14 2.03 0.320
H 2.44 -4.98 1.39 0.220
N -5.45 3.79 -2.44 0.116
C -5.14 5.12 -2.51 -0.629
C -6.11 5.75 -3.25 -0.237
C -7.04 4.76 -3.65 -0.749
C -6.61 3.56 -3.13 -0.507
H -4.91 3.09 -1.97 0.252
H -4.26 5.51 -2.02 0.327
H -6.14 6.80 -3.48 0.635
H -7.93 4.91 -4.24 0.405
H -7.03 2.57 -3.20 0.370
N -0.94 -3.20 3.46 0.320
C -0.98 -3.57 4.78 -0.471
C -0.71 -4.91 4.85 -0.822
C -0.48 -5.37 3.53 -0.388
C -0.63 -4.29 2.69 -0.412
H -1.10 -2.27 3.11 0.097
H -1.21 -2.85 5.55 0.411
H -0.67 -5.50 5.75 0.397
H -0.24 -6.37 3.22 0.497
H -0.54 -4.20 1.62 0.446
N 5.64 0.15 2.48 0.264
C 6.97 0.45 2.48 -0.493
C 7.20 1.41 3.44 -0.658
C 5.95 1.69 4.05 -0.727
C 5.01 0.90 3.44 -0.600
H 5.19 -0.52 1.88 0.177
H 7.65 -0.04 1.79 0.391
H 8.15 1.85 3.67 0.431
H 5.76 2.39 4.84 0.749
H 3.95 0.80 3.61 0.447
N -6.81 10.61 -0.86 0.034
C -6.86 10.24 0.46 -0.416
C -6.58 8.90 0.54 -0.946
C -6.34 8.45 -0.79 0.578
C -6.49 9.53 -1.62 -0.845
H -6.98 11.54 -1.21 0.194
H -7.10 10.96 1.23 0.383
H -6.54 8.32 1.44 0.376
H -6.09 7.45 -1.09 0.299
H -6.39 9.62 -2.69 0.317
N -5.41 9.91 -5.60 0.019
C -5.10 11.24 -5.66 -0.565
C -6.07 11.86 -6.40 -0.340
C -7.00 10.87 -6.80 -0.436
C -6.57 9.68 -6.28 -0.423
H -4.87 9.21 -5.12 0.195
H -4.22 11.62 -5.17 0.372
H -6.10 12.92 -6.63 0.407
H -7.89 11.02 -7.39 0.396
H -6.99 8.68 -6.35 0.379
N 9.04 -6.34 3.49 -0.002
C 7.90 -5.96 2.83 -0.466
C 7.58 -6.94 1.93 -0.045
C 8.56 -7.95 2.04 -0.804
C 9.45 -7.56 3.01 -0.444
H 9.51 -5.81 4.20 0.191
H 7.42 -5.02 3.07 0.351
H 6.74 -6.92 1.26 0.481
H 8.61 -8.87 1.48 0.379
H 10.33 -8.04 3.41 0.378
N 2.11 -8.16 1.20 0.127
C 0.97 -7.77 0.55 -0.325
C 0.65 -8.75 -0.36 -0.703
C 1.63 -9.77 -0.24 -0.603
C 2.51 -9.38 0.73 -0.517
H 2.58 -7.63 1.92 0.236
H 0.49 -6.83 0.78 0.376
H -0.19 -8.74 -1.03 0.544
H 1.67 -10.69 -0.80 0.404
H 3.39 -9.86 1.13 0.442
N 5.66 5.17 4.61 0.010
C 7.00 5.47 4.60 -0.409
C 7.22 6.43 5.56 -0.451
C 5.98 6.71 6.17 -0.410
C 5.03 5.92 5.57 -0.483
H 5.22 4.51 4.01 0.239
H 7.67 4.98 3.92 0.370
H 8.18 6.88 5.80 0.396
H 5.79 7.42 6.97 0.390
H 3.97 5.83 5.73 0.361
```

---

Entry 4:
Formula: C6H8CeO6
Source: the Open Molecules 2025 dataset
Level of theory: wB97M-V/def2-TZVPD

As for the spin multiplicity: 3. The calculation puts the energy above the lowest of the compared OMol25 structures with the same formula, charge and spin at 36.85 kcal/mol.

```
21
Properties=species:S:1:pos:R:3:mulliken_spin:R:1
O 0.95 -1.51 2.19 0.010
O -1.22 -1.33 2.31 -0.014
C -0.23 -1.48 1.55 -0.022
C 1.88 -2.54 1.86 0.001
C 3.28 -2.09 2.21 -0.001
H 1.61 -3.44 2.43 0.000
H 1.79 -2.78 0.79 0.001
H 3.36 -1.85 3.28 0.000
H 3.99 -2.90 1.99 0.000
H 3.57 -1.21 1.62 0.000
C -1.85 1.26 -1.91 -0.002
C -2.54 2.64 -1.99 0.000
O -1.47 3.59 -2.06 -0.001
C -0.32 2.97 -2.32 0.000
O -0.47 1.66 -2.36 0.001
O 0.74 3.55 -2.41 0.000
O -1.77 0.70 -0.67 -0.018
H -2.18 0.62 -2.75 0.003
H -3.13 2.84 -1.09 0.002
H -3.17 2.75 -2.88 0.000
Ce -2.79 -1.44 0.21 2.040
```

---

Entry 5:
Formula: C4H11N3O2
Source: the Open Molecules 2025 dataset
Level of theory: wB97M-V/def2-TZVPD

The calculation puts the energy above the lowest of the compared OMol25 structures with the same formula, charge and spin at 70.47 kcal/mol.

```
20
Properties=species:S:1:pos:R:3:nbo_charge:R:1
C 1.95 -0.52 -0.79 -0.415
N 1.23 0.61 -0.23 -0.727
C 0.73 0.49 1.18 0.419
O 1.21 -0.40 1.93 -0.745
H 1.64 1.51 -0.46 0.369
H 0.65 1.54 1.55 0.092
H 2.11 -0.38 -1.86 0.190
H 1.38 -1.44 -0.66 0.193
H 2.90 -0.65 -0.26 0.194
C -1.12 0.52 -0.55 0.720
N -1.14 -0.39 -1.55 -0.783
N -1.26 -1.31 1.04 -0.873
C -1.11 0.10 0.84 -0.305
O -1.37 1.79 -0.92 -0.656
H -1.27 2.37 -0.16 0.500
H -1.21 -0.06 -2.50 0.414
H -1.23 -1.35 -1.23 0.443
H -0.37 -1.65 1.41 0.398
H -1.98 -1.51 1.72 0.371
H -1.74 0.73 1.47 0.200
```

---

Entry 6:
Formula: C22H26AuClOSiZr
Source: the Open Molecules 2025 dataset
Level of theory: wB97M-V/def2-TZVPD

As for the spin multiplicity: 3. The calculation puts the energy above the lowest of the compared OMol25 structures with the same formula, charge and spin at 0.00 kcal/mol.

```
53
Properties=species:S:1:pos:R:3:mulliken_spin:R:1
Au 0.02 -0.22 0.07 0.330
Cl -0.35 2.52 -1.87 0.033
C -2.00 -0.30 0.69 0.636
H -2.05 -0.77 1.68 -0.039
H -2.54 -0.88 -0.08 -0.011
H -2.33 0.75 0.73 -0.001
Zr 0.43 0.43 -2.62 0.053
C 2.50 0.86 -3.23 0.010
C -0.84 0.12 -4.40 0.013
C 0.47 -1.50 -1.49 0.706
H -1.22 -0.91 -4.43 0.004
H -1.70 0.81 -4.41 0.000
H -0.25 0.29 -5.31 -0.001
H 3.17 0.06 -2.89 -0.002
H 2.56 0.92 -4.33 0.002
H 2.84 1.81 -2.80 0.005
H -0.36 -2.22 -1.51 0.016
H 1.42 -2.01 -1.30 0.040
O -0.04 1.16 1.61 0.194
Si 0.24 0.97 3.18 0.027
C -1.00 -0.16 4.01 -0.007
C -2.36 0.17 3.99 0.007
C -3.30 -0.70 4.57 -0.011
C -2.88 -1.89 5.17 -0.003
C -1.52 -2.22 5.17 0.001
C -0.58 -1.37 4.57 -0.001
C 1.94 0.33 3.55 -0.014
C 2.34 0.26 4.89 -0.001
C 3.61 -0.22 5.22 0.000
C 4.50 -0.61 4.21 0.000
C 4.10 -0.52 2.87 0.003
C 2.83 -0.04 2.54 -0.056
C 0.13 2.66 3.96 0.003
C -0.82 2.96 4.95 0.001
C -0.87 4.24 5.51 0.000
C 0.03 5.23 5.09 0.002
C 0.96 4.93 4.09 -0.003
C 1.00 3.66 3.51 0.003
H -2.71 1.08 3.49 0.014
H -4.36 -0.44 4.54 0.000
H -3.61 -2.57 5.62 0.000
H -1.18 -3.15 5.62 0.000
H 0.48 -1.65 4.55 0.001
H 1.66 0.58 5.68 0.000
H 3.91 -0.27 6.27 0.000
H 5.49 -0.99 4.47 0.000
H 4.79 -0.82 2.08 0.000
H 2.53 0.03 1.49 0.043
H -1.53 2.20 5.28 0.001
H -1.63 4.47 6.26 0.000
H -0.02 6.23 5.53 0.000
H 1.66 5.70 3.75 0.000
H 1.72 3.44 2.71 0.001
```

---

Entry 7:
Formula: C4H9NO
Source: the Open Molecules 2025 dataset
Level of theory: wB97M-V/def2-TZVPD

As for the SMILES: C[C@@H](O)[C@H]1CN1. The calculation puts the energy above the lowest of the compared OMol25 structures with the same formula, charge and spin at 43.14 kcal/mol.

```
15
Properties=species:S:1:pos:R:3:nbo_charge:R:1
C 1.10 0.97 -1.15 -0.620
C 0.57 0.60 0.22 0.085
O 0.32 1.81 0.92 -0.718
C -0.69 -0.22 0.13 -0.110
C -0.67 -1.69 -0.01 -0.263
N -0.98 -1.07 1.29 -0.600
H 2.00 1.59 -1.07 0.222
H 1.35 0.07 -1.72 0.211
H 0.35 1.54 -1.70 0.210
H 1.32 0.00 0.76 0.164
H 0.00 1.56 1.80 0.472
H -1.53 0.32 -0.32 0.199
H 0.28 -2.22 -0.05 0.198
H -1.46 -2.16 -0.58 0.196
H -1.98 -1.12 1.47 0.353
```

---

Entry 8:
Formula: C2H3BrN2S
Source: the Open Molecules 2025 dataset
Level of theory: wB97M-V/def2-TZVPD

As for the SMILES: C=N/N=C\SBr. The calculation puts the energy above the lowest of the compared OMol25 structures with the same formula, charge and spin at 60.74 kcal/mol.

```
9
Properties=species:S:1:pos:R:3:nbo_charge:R:1
C 1.05 1.87 -0.68 -0.140
N 0.68 1.06 0.29 -0.193
N -0.43 0.40 0.30 -0.200
C -0.84 -0.73 0.05 -0.047
S -0.01 -2.47 0.05 0.050
Br -0.94 -3.44 1.70 -0.035
H 0.53 1.65 -1.62 0.167
H 1.81 2.63 -0.53 0.205
H -1.85 -0.97 0.43 0.191
```

---

Entry 9:
Formula: C37H34F5GeN3NaO4S2
Source: the Open Molecules 2025 dataset
Level of theory: wB97M-V/def2-TZVPD

As for the spin multiplicity: 2. The calculation puts the energy above the lowest of the compared OMol25 structures with the same formula, charge and spin at 0.55 kcal/mol.

```
87
Properties=species:S:1:pos:R:3:mulliken_spin:R:1
Na -2.47 -0.35 -0.10 -0.026
C -5.04 2.06 0.87 0.001
C -5.54 0.84 0.43 -0.001
C -5.15 0.34 -0.81 0.004
C -4.26 1.06 -1.60 0.020
C -3.74 2.27 -1.14 0.001
C -4.14 2.77 0.09 0.002
H -5.36 2.46 1.83 0.000
H -6.24 0.29 1.04 0.000
H -5.53 -0.61 -1.16 0.000
H -3.94 0.67 -2.56 -0.006
H -3.04 2.82 -1.75 -0.006
H -3.74 3.71 0.45 0.001
F 2.40 -4.81 1.33 0.001
C 1.31 -4.36 0.70 0.017
C 0.45 -3.49 1.33 0.005
F 0.70 -3.10 2.60 0.000
C -0.66 -3.02 0.66 0.009
F -1.45 -2.14 1.34 -0.002
C -0.97 -3.36 -0.65 0.020
S -2.33 -2.68 -1.51 0.106
C -0.08 -4.25 -1.25 0.003
F -0.27 -4.63 -2.52 0.001
C 1.04 -4.75 -0.61 -0.001
F 1.87 -5.57 -1.23 0.000
C -1.83 -1.23 -4.57 0.022
Ge -0.83 -0.49 -3.04 0.485
C 1.00 -1.21 -3.18 0.096
C 1.61 -1.26 -4.43 0.016
C 2.89 -1.78 -4.59 0.005
C 3.58 -2.27 -3.49 0.001
C 2.99 -2.23 -2.23 0.000
C 1.71 -1.70 -2.08 0.051
C -0.88 1.48 -3.30 0.159
C -1.85 1.98 -4.13 0.051
C -2.10 3.36 -4.25 -0.019
C -1.37 4.25 -3.52 0.048
C -0.34 3.80 -2.66 -0.012
C 0.43 4.71 -1.90 0.003
C 1.44 4.27 -1.09 -0.007
C 1.72 2.89 -1.01 0.023
C 0.98 1.99 -1.72 0.039
C -0.09 2.41 -2.55 -0.118
H -1.50 -0.78 -5.51 0.011
H -2.90 -1.08 -4.46 -0.006
H -1.64 -2.30 -4.59 0.000
H 1.08 -0.89 -5.30 -0.002
H 3.34 -1.80 -5.57 -0.001
H 4.57 -2.68 -3.61 0.000
H 3.52 -2.62 -1.37 0.000
H 1.26 -1.70 -1.10 -0.013
H -2.46 1.30 -4.72 0.010
H -2.87 3.71 -4.93 -0.001
H -1.56 5.32 -3.60 0.003
H 0.22 5.77 -1.99 0.000
H 2.04 4.98 -0.53 0.000
H 2.55 2.55 -0.40 0.000
H 1.22 0.94 -1.67 -0.040
C 5.04 -2.14 3.89 0.000
C 3.58 -1.74 3.74 0.000
S 3.05 -0.86 5.21 0.000
O 3.02 -1.80 6.30 0.000
O 3.82 0.36 5.31 0.000
C 1.37 -0.40 4.84 0.000
C 1.31 0.88 4.01 0.000
N 0.00 1.03 3.37 0.000
C -0.27 0.65 2.11 0.001
N -1.54 0.84 1.79 -0.003
C -2.13 1.37 2.90 -0.001
C -1.20 1.49 3.88 0.004
N -1.39 1.99 5.21 0.000
O -2.48 2.43 5.47 0.000
O -0.45 1.92 5.98 0.000
C 0.75 0.07 1.20 -0.033
H 5.35 -2.69 3.00 0.000
H 5.17 -2.79 4.76 0.000
H 5.68 -1.27 4.00 0.000
H 2.92 -2.60 3.64 0.000
H 3.43 -1.07 2.90 0.000
H 0.89 -0.27 5.81 0.000
H 0.90 -1.25 4.33 0.000
H 2.04 0.86 3.21 -0.001
H 1.51 1.74 4.63 0.000
H -3.17 1.64 2.94 0.000
H 1.19 -0.84 1.61 0.004
H 1.55 0.77 0.99 0.000
H 0.28 -0.18 0.25 0.078
```

---

| no. | M (u) | total energy (Ha) |
| --- | --- | --- |
| 1 | 496.466 | -1830.66891 |
| 2 | 464.864 | -1451.74572 |
| 3 | 998.679 | -4090.87472 |
| 4 | 316.240 | -1159.88090 |
| 5 | 133.151 | -473.69047 |
| 6 | 658.179 | -1861.48923 |
| 7 | 87.122 | -287.76370 |
| 8 | 167.031 | -3159.60955 |
| 9 | 839.420 | -5430.40629 |